# 1
C2H5NO2 | wB97M-V/def2-TZVPD

```
10
Properties=species:S:1:pos:R:3:forces:R:3
C -1.413080 0.290126 -0.686943 1.32 0.01 2.85
C 0.440578 -0.436422 0.783817 -5.08 -0.18 2.33
N 1.481006 -0.010070 0.025592 2.16 1.56 -1.45
O 2.026064 -0.777948 -0.751251 -0.11 -0.61 -0.10
O 1.826327 1.177572 0.118248 -0.37 -0.38 0.34
H -0.749261 1.002304 -1.161352 -0.34 -0.36 -0.45
H -1.981386 -0.539502 -1.050436 0.56 -0.47 -0.97
H -1.910783 0.623085 0.214102 0.07 0.60 -0.05
H 0.195986 0.161375 1.766385 0.74 -1.13 -2.42
H 0.084551 -1.490523 0.741840 1.04 0.96 -0.08
```
Positions in Å, forces in eV/Å.

For the LUMO energy (spin up / spin down), the calculation gives -1.621 / -1.060 eV. The value obtained for the relative energy (zero: lowest compared OMol25 entry of this formula, charge and spin) is 690.7 kJ/mol. The total energy comes out at -7733.5923 eV.

Here are the natural (NBO) charges for atoms 1 to 2, given in e: -0.431, -0.251

# 2
C57H133N19O19 | wB97M-V/def2-TZVPD

```
228
Properties=species:S:1:pos:R:3:forces:R:3
C -12.125471 28.929311 17.891484 0.29 0.15 -0.14
C -11.814614 29.135740 16.375736 1.48 -0.42 0.79
O -12.588450 28.984446 15.443961 0.05 0.36 0.53
N -10.476823 29.439764 16.208241 -1.27 0.15 -1.14
C -9.842594 29.738110 14.921807 0.05 -1.05 1.18
H -11.759976 29.771713 18.535721 -0.36 -0.54 -0.83
H -11.563165 28.032343 18.262321 -0.73 0.53 -0.41
H -13.208721 28.827763 18.017573 0.34 -0.20 0.08
H -9.848898 29.205123 16.934543 0.36 -0.02 0.82
H -10.561762 30.158174 14.271987 -0.70 0.89 -0.54
H -9.497626 28.833409 14.422291 0.35 -0.09 0.11
H -9.022822 30.399427 15.175881 0.17 0.15 -0.57
C -13.923063 16.700523 12.202081 -0.53 0.26 0.62
C -13.416428 17.424061 13.470463 0.48 -1.13 0.97
O -13.257877 16.721086 14.508639 -0.14 1.64 -1.64
N -13.187209 18.767080 13.461886 -0.17 -3.03 0.05
C -13.403419 19.677290 12.429041 -1.63 1.05 -1.26
H -14.225372 15.703964 12.555344 0.10 0.39 -0.26
H -13.270161 16.593422 11.334297 0.48 0.24 0.42
H -14.794369 17.229241 11.812572 -0.19 -0.05 0.05
H -12.774692 19.123454 14.278386 0.34 0.35 1.30
H -14.377793 20.210080 12.568218 0.75 -0.03 -0.18
H -13.420367 19.239229 11.441742 -0.06 -0.48 -0.17
H -12.578658 20.346006 12.378088 0.45 0.89 0.08
C -13.230361 23.671726 21.706276 1.64 0.65 -0.12
C -12.028129 23.895552 22.671175 -2.31 0.22 0.05
O -11.783493 25.032873 23.050214 0.70 -0.25 -0.17
N -11.482683 22.765759 23.162578 0.14 0.80 -0.60
C -10.279236 22.884506 23.961283 -0.30 -1.45 -0.15
H -12.979587 22.946216 20.947990 0.07 -0.36 -0.25
H -13.410500 24.631167 21.223982 -0.16 -0.06 0.05
H -14.100753 23.334105 22.224618 -0.53 -0.18 0.52
H -11.781945 21.898835 22.708857 0.39 0.06 0.45
H -9.589330 22.126637 23.591120 0.17 -0.14 0.40
H -10.491706 22.742453 25.019177 0.13 -0.07 0.08
H -9.815829 23.832176 23.820827 0.11 0.86 -0.13
C -9.970818 25.953912 16.257786 0.21 1.44 -0.31
C -8.837439 26.063865 15.252880 1.66 0.50 0.45
O -7.784369 26.676240 15.513755 -1.32 -0.35 -0.26
N -9.005342 25.390789 14.106504 -0.14 0.26 -0.09
C -8.020855 25.346047 13.056496 0.21 0.22 -1.20
H -9.799267 26.794703 16.944484 -0.24 -0.26 -0.13
H -9.796516 25.061381 16.827990 -0.36 -0.68 0.19
H -10.977191 26.043886 15.798139 0.66 -0.40 0.33
H -9.796695 24.768253 14.099778 -0.42 -0.23 -0.43
H -7.201465 24.673225 13.280953 0.32 -0.13 0.27
H -7.563906 26.337133 12.808906 -0.59 -0.69 0.49
H -8.475879 24.949844 12.118891 0.05 0.36 0.69
C -3.805372 19.054349 14.929440 -1.71 -0.53 0.85
C -4.674621 20.204205 15.415656 0.31 -0.03 -0.78
O -4.412774 20.902011 16.369725 0.15 0.22 1.06
N -5.751287 20.446964 14.636520 -0.92 0.88 0.45
C -6.736043 21.490128 14.985807 -0.17 -1.23 0.48
H -2.807874 19.132958 15.311942 0.42 -0.01 0.09
H -3.880523 19.078537 13.869193 0.49 -0.18 -1.03
H -4.297493 18.093524 15.233112 0.60 0.71 -0.05
H -5.848601 19.986941 13.762332 -0.20 -0.61 -0.62
H -7.587760 21.473010 14.280127 0.56 -0.17 0.41
H -6.302332 22.461240 15.010347 0.53 0.91 -0.28
H -7.081105 21.334669 16.025386 -0.09 -0.10 -0.50
C -19.827015 21.921713 13.320390 -0.91 0.84 0.52
C -19.086074 23.273154 13.242418 -0.15 -2.17 -0.48
O -19.656690 24.301751 12.946306 -0.85 1.43 0.09
N -17.763692 23.226349 13.379889 0.06 1.29 0.04
C -16.970000 22.075170 13.628609 0.79 0.49 0.31
H -19.524247 21.292810 12.488362 -0.05 -0.08 -0.16
H -20.930644 22.138759 13.260438 1.21 -0.31 0.04
H -19.602025 21.373707 14.253218 -0.09 0.29 -0.38
H -17.330939 24.139606 13.497000 -0.01 -0.35 -0.17
H -17.395184 21.292186 13.049599 -0.08 -1.14 -0.06
H -16.917783 21.882488 14.706062 0.13 -0.44 -0.20
H -15.975025 22.283659 13.221899 -0.04 -0.26 0.22
C -7.028919 17.813314 18.734868 -2.87 0.20 0.29
C -5.943582 17.473133 19.658304 0.37 -1.25 0.01
O -5.720096 16.286405 19.889104 0.28 0.70 0.36
N -5.280241 18.493029 20.241220 1.52 0.96 0.24
C -5.038273 19.842671 19.660713 -0.73 -0.13 1.03
H -6.750331 17.737404 17.709604 0.46 0.06 -0.82
H -7.499428 18.802847 18.915163 0.44 -0.51 -0.20
H -7.833000 17.036787 18.887846 0.83 0.74 -0.16
H -4.496867 18.186972 20.807524 -0.24 -0.25 -0.04
H -5.998455 20.200645 19.282354 0.36 0.15 -0.35
H -4.235781 19.893217 18.914426 -0.39 -0.20 0.00
H -4.778094 20.515519 20.503473 -0.06 -0.38 -0.46
C -14.776592 21.851054 18.983025 -0.51 0.44 0.93
C -13.643545 22.614675 18.348538 -1.63 1.16 -0.18
O -12.527430 22.167944 18.220758 1.43 -0.61 0.10
N -13.954100 23.896795 18.048916 -1.37 0.19 -0.54
C -12.988955 24.862010 17.594296 -0.05 0.38 -1.12
H -15.022880 22.395599 19.925296 0.07 -0.51 -0.56
H -14.439544 20.868732 19.231542 0.29 -0.65 0.24
H -15.714199 21.731555 18.433873 0.27 0.36 -0.35
H -14.952550 24.200363 17.958734 1.50 -0.68 0.17
H -12.760351 24.942898 16.505534 -0.88 -0.50 0.29
H -12.026248 24.579806 17.961662 0.60 0.23 0.94
H -13.370047 25.847233 17.875274 0.55 -0.06 0.25
C -12.695588 21.705970 8.600980 -0.02 -0.98 -0.06
C -11.316964 21.497026 8.030585 0.47 0.20 -0.52
O -10.965964 20.494489 7.406818 -0.27 0.78 0.68
N -10.466584 22.561335 8.212626 -0.30 -1.86 -0.18
C -10.802672 23.795500 8.806372 1.45 1.67 0.76
H -13.261624 20.807403 8.265379 0.03 0.90 0.34
H -13.115474 22.660983 8.240370 -0.04 -0.53 0.17
H -12.645179 21.726579 9.704237 -0.16 0.07 -0.47
H -9.600831 22.450271 7.734176 0.55 0.07 -0.19
H -11.399847 24.409642 8.138785 -0.15 0.37 0.14
H -9.855626 24.338388 9.083075 -0.75 -0.33 -0.76
H -11.240033 23.729960 9.791015 -0.73 -0.43 0.15
C -8.861206 19.026070 9.954054 0.74 0.62 -0.22
C -9.517061 19.710198 11.162633 0.70 -1.94 -2.15
O -10.568856 19.306365 11.588916 -1.95 -0.89 0.82
N -8.975152 20.805543 11.616757 1.58 1.73 0.75
C -9.728257 21.556407 12.643433 2.78 -0.42 -0.58
H -8.269718 18.085039 10.159107 -0.81 1.31 -0.07
H -8.206908 19.806501 9.462991 -0.53 -1.15 0.24
H -9.718330 18.811020 9.302839 0.44 -0.05 -0.07
H -7.973615 20.934809 11.404826 -1.07 0.28 0.43
H -10.619175 21.891201 12.212366 -1.54 0.41 -0.41
H -9.098577 22.409661 12.857957 -0.11 0.34 0.37
H -9.870757 20.949437 13.520925 -0.28 -0.10 0.30
C -12.024881 29.895523 9.437018 -1.21 -0.23 -0.10
C -12.564434 28.572774 9.999952 1.87 0.37 0.75
O -12.917759 27.704583 9.241209 -0.70 -0.85 -0.26
N -12.385763 28.367807 11.360167 -0.33 0.21 -0.14
C -12.476052 27.071001 12.033604 0.33 0.13 -0.87
H -11.193392 29.742867 8.740395 -0.34 -0.33 0.15
H -11.679177 30.498794 10.237501 0.35 0.85 0.68
H -12.846541 30.418629 8.911544 0.49 -0.25 0.18
H -12.172304 29.128527 11.987009 0.07 0.19 -0.47
H -11.473443 26.718644 12.299877 -0.04 -0.24 -0.43
H -13.001184 26.396498 11.348582 0.40 0.05 0.48
H -12.965169 27.144852 12.986045 -0.67 0.23 0.32
C -16.596025 21.953412 10.030409 0.85 1.05 -0.49
C -15.396859 22.930386 10.205229 -0.47 -1.88 0.40
O -14.500191 22.631743 11.000273 -0.29 0.68 -0.22
N -15.420155 24.005264 9.428911 0.86 1.86 0.13
C -14.478930 25.131275 9.616793 0.11 -1.20 0.36
H -16.325322 21.066938 10.570725 -0.11 -0.41 0.36
H -16.742431 21.690397 8.971287 -0.11 0.26 0.36
H -17.476916 22.448789 10.443772 -0.18 -0.25 -0.10
H -16.256882 24.270588 8.957089 -0.72 -0.23 -0.52
H -14.164023 25.142493 10.648038 -0.21 0.03 0.45
H -14.861283 26.099688 9.337257 -0.33 -0.06 -0.23
H -13.567085 24.952071 9.082873 0.43 0.01 -0.60
C -10.587180 18.446517 21.699508 -0.64 1.26 0.45
C -11.351705 19.715697 21.235044 0.60 -1.73 -0.89
O -12.150706 20.251927 21.980317 -0.26 0.62 0.59
N -11.214111 20.094330 19.945499 -0.39 0.59 0.91
C -10.366518 19.534679 18.958350 -0.09 -0.78 -1.29
H -10.493892 18.532731 22.781698 -0.19 -0.17 -0.04
H -9.604349 18.323613 21.305023 0.69 0.08 -0.51
H -11.167039 17.573066 21.443405 -0.27 -0.29 -0.01
H -11.661460 20.961996 19.693164 -0.43 0.14 -0.20
H -10.844560 19.556198 17.953152 0.16 0.18 0.73
H -10.181358 18.498881 19.178667 0.06 -0.53 0.06
H -9.420194 20.022774 18.883007 0.72 0.60 -0.08
C -8.498470 17.947145 13.845072 -0.30 0.48 0.21
C -7.660129 17.646783 12.628714 2.03 0.20 -0.54
O -6.708386 18.403304 12.254628 -2.10 -1.28 1.02
N -7.843502 16.472841 11.952088 -0.27 0.07 0.23
C -9.020488 15.547262 11.858248 2.82 -0.38 0.31
H -9.332723 18.606193 13.460744 0.85 -0.39 0.78
H -7.802282 18.464246 14.592482 -1.29 -0.60 -0.98
H -9.000312 17.044052 14.279796 0.65 0.77 -0.31
H -7.164176 16.417286 11.208470 -0.07 -0.19 -0.15
H -9.700666 15.991846 11.187871 -1.10 0.04 -0.87
H -9.448723 15.402353 12.825431 -0.39 0.04 0.60
H -8.610541 14.541269 11.530111 -0.70 1.30 0.14
C -13.481246 22.700032 14.352464 1.17 -0.20 1.78
C -11.948490 22.826467 14.584190 -2.39 -0.84 0.83
O -11.402572 23.825639 14.142123 0.90 -0.01 -0.08
N -11.421136 21.862412 15.381056 -0.09 0.69 -0.15
C -10.125008 22.050514 16.007395 0.89 -1.57 -0.12
H -13.703063 22.781362 13.341046 -0.33 0.26 -1.97
H -13.909691 23.535044 14.892927 -0.12 0.44 0.05
H -13.966490 21.821326 14.762218 0.30 -0.44 0.09
H -12.074024 21.188276 15.790554 0.27 0.39 -0.10
H -10.156231 22.492479 17.005838 -0.26 0.03 -0.13
H -9.512817 22.660328 15.339125 -0.02 -0.02 0.22
H -9.611427 21.037453 16.118585 -0.59 1.28 -0.16
C -17.648794 26.216732 10.518018 0.37 -0.90 -0.85
C -18.451275 25.297418 9.568048 0.96 2.45 1.04
O -18.079247 25.197527 8.407245 -0.08 -0.60 -0.32
N -19.590441 24.814266 10.044197 -0.66 -0.06 1.55
C -20.490052 24.263432 9.099702 -0.16 -1.32 -0.81
H -16.767038 26.519459 9.955203 0.02 -0.10 0.26
H -17.372390 25.663545 11.398284 0.27 -0.19 0.52
H -18.143551 27.121848 10.817995 -0.71 0.23 0.04
H -19.858833 24.795949 11.061543 0.81 0.34 -1.41
H -21.208273 23.670490 9.638478 -0.45 -0.28 -0.02
H -19.922238 23.629761 8.405617 -0.29 -0.06 0.16
H -20.993925 24.988521 8.473102 -0.15 0.43 0.07
C -13.005638 17.789988 17.492704 -1.21 -0.45 -0.63
C -13.934914 18.745798 16.773901 -1.21 0.15 -0.78
O -13.470583 19.753184 16.251741 -0.46 -0.04 0.16
N -15.311149 18.447326 16.750990 1.13 -1.05 0.27
C -16.318788 18.955485 15.826890 1.72 0.58 -0.81
H -12.126274 17.745001 16.857346 0.19 -0.07 0.36
H -13.423845 16.782001 17.618990 0.08 0.29 -0.19
H -12.849721 18.197609 18.471309 0.53 0.30 0.55
H -15.464178 17.459405 16.915792 0.16 0.18 0.33
H -16.403274 18.325756 14.944027 0.05 -0.35 -0.08
H -15.937301 19.904984 15.433440 -0.45 0.09 0.34
H -17.288408 19.010234 16.277389 -0.41 0.36 0.46
C -18.125470 24.875945 16.400985 0.44 0.24 -1.99
C -16.756329 25.308130 15.801205 -2.43 -0.88 -0.84
O -15.714394 25.133368 16.389887 0.25 0.45 -0.25
N -16.878681 25.743955 14.498581 2.04 0.31 0.84
C -15.687102 26.233854 13.788619 -0.11 -1.08 0.17
H -18.227136 25.424820 17.294835 -0.40 0.37 1.24
H -18.125053 23.802533 16.565038 0.19 -0.06 0.28
H -18.970547 25.089462 15.705473 0.60 0.01 0.54
H -17.758213 26.012738 14.121990 -0.77 0.09 0.14
H -15.017737 26.706340 14.499666 0.28 -0.15 -0.03
H -16.014328 26.957835 13.085402 -0.18 0.74 -0.69
H -15.200515 25.405992 13.221343 -0.05 0.55 0.54
C -8.979130 22.808102 20.718183 1.20 -0.78 1.20
C -7.988722 22.861114 19.581269 0.67 -0.30 -1.54
O -8.011554 22.111538 18.589341 -0.71 0.17 1.05
N -6.919512 23.695105 19.683817 -0.66 -0.64 0.29
C -5.876860 23.624598 18.667365 -1.56 1.04 0.12
H -9.085303 23.743324 21.289569 -0.09 -0.27 -0.39
H -8.478673 22.073275 21.411648 -0.39 0.69 -0.30
H -9.922271 22.317270 20.512731 -0.14 0.39 -0.54
H -6.901132 24.388935 20.392679 0.11 0.40 0.45
H -5.558707 22.623129 18.554321 0.66 -0.94 -0.12
H -5.113863 24.326545 18.926666 0.66 0.17 0.13
H -6.347875 23.937078 17.743863 0.25 0.02 -0.51
```
Positions in Å, forces in eV/Å.

For the LUMO energy, the calculation gives 0.082 eV. The value obtained for the relative energy (zero: lowest compared OMol25 entry of this formula, charge and spin) is 0.0 kJ/mol. The total energy comes out at -128489.3362 eV.

Here are the Löwdin charges for atoms 1 to 2, given in e: -0.010, -0.527